DFT (wB97M-V/def2-TZVPD) results for a single CH2N2P2 molecule at a distorted geometry.

Last column: Mulliken charge in e.
Positions of all 7 atoms, in Å:
C  0.891  0.615  0.084  -0.2424
N  2.154  0.922  -0.087  -0.1074
N  1.918  -2.103  0.069  -0.5508
P  3.612  0.399  0.005  0.1253
P  0.755  -1.125  -0.049  0.3008
H  0.218  1.432  0.103  0.4070
H  -0.494  -1.234  0.371  0.0675

Summary:
E_LUMO = -1.016 eV
charge = 0
orbital gap = 0.2630 Ha
HOMO energy = -8.17 eV

---

DFT (wB97M-V/def2-TZVPD) results for 2 unconnected molecules or ions with the total composition CH2N2S at a distorted geometry.

Last column: Mulliken charge in e.
Positions of all 6 atoms, in Å:
C  1.398  0.171  0.159  -0.1158
N  -0.546  -1.235  0.192  -0.4981
N  0.515  -0.634  -0.086  0.3895
S  2.989  -0.035  -0.015  -0.2777
H  0.659  1.536  0.409  0.2105
H  -0.880  -1.425  -0.819  0.2916

Summary:
E_LUMO = -1.646 eV
charge = 0
orbital gap = 0.2623 Ha
HOMO energy = -8.78 eV

---

DFT (wB97M-V/def2-TZVPD) results for a single CH2N3P molecule at a distorted geometry.

Last column: Mulliken charge in e.
Positions of all 7 atoms, in Å:
C  0.458  0.697  0.000  -0.3428
N  -0.755  1.191  0.010  0.3046
N  -1.805  0.691  0.101  -0.3661
N  -1.153  -1.445  -0.009  -0.5080
P  0.319  -1.073  0.110  0.3963
H  1.339  1.238  0.047  0.4280
H  1.597  -1.299  -0.259  0.0880

Summary:
E_LUMO = -0.939 eV
charge = 0
orbital gap = 0.3014 Ha
HOMO energy = -9.14 eV